ORCA calculation (wB97M-V/def2-TZVPD) on the ion C4H9N2OS with charge +1 in a non-equilibrium geometry.

Geometry as XYZ:
```
17
Properties=species:S:1:pos:R:3
N 0.136 1.992 1.491
C 1.171 1.243 1.260
N 1.258 -0.037 1.148
C 0.226 -0.953 1.246
C -0.801 -0.996 0.420
S -1.185 0.322 -0.698
C -1.039 -0.892 -2.198
O 0.233 -0.957 -2.392
H -0.685 1.606 1.881
H 0.148 2.967 1.613
H 2.094 1.924 0.992
H 2.098 -0.567 1.146
H 0.316 -1.697 1.893
H -1.479 -1.714 0.558
H -1.411 -1.854 -1.728
H -1.699 -0.589 -2.956
H 0.642 -0.107 -2.668
```

Output
- net charge = +1
- ΔE to the lowest compared entry with this formula, charge and spin (kcal/mol) = 64.8

natural (NBO) atomic charge list, values in e, 5 entries: -0.6988, 0.4083, -0.5198, -0.1091, -0.2676

=====

ORCA calculation (wB97M-V/def2-TZVPD) on a cluster of 2 separate species, C4H9N2OS in total in a non-equilibrium geometry.

Geometry as XYZ:
```
17
Properties=species:S:1:pos:R:3
C 2.799 -0.747 -0.261
C -1.281 1.253 -0.025
C -2.616 0.569 -0.366
C -0.813 -0.899 0.562
N 2.033 -0.599 0.756
N -0.308 0.252 0.351
O 2.581 -0.229 -1.410
S -2.485 -1.140 0.283
H 3.705 -1.349 -0.226
H -0.903 1.826 -0.874
H -1.394 1.940 0.819
H -3.469 1.055 0.097
H -2.784 0.492 -1.439
H -0.231 -1.740 0.897
H 2.283 -1.009 1.645
H 1.101 -0.001 0.667
H 1.781 0.325 -1.476
```

Output
- net charge = +1
- ΔE to the lowest compared entry with this formula, charge and spin (kcal/mol) = 25.8

natural (NBO) atomic charge list, values in e, 5 entries: 0.5511, -0.2470, -0.5381, -0.0375, -0.7244

=====

ORCA calculation (wB97M-V/def2-TZVPD) on the ion C4H9N2OS with charge +1 in a non-equilibrium geometry.

Geometry as XYZ:
```
17
Properties=species:S:1:pos:R:3
C -1.368 -0.581 -0.054
C 1.275 -0.122 -0.385
C -2.823 -0.462 0.171
C 2.848 1.211 0.609
N -0.910 -1.221 -1.160
N -0.459 -0.003 0.658
O 2.340 -0.178 0.354
S 0.806 -1.567 -1.309
H 0.884 0.689 -1.044
H -3.246 -1.365 -0.344
H -3.281 0.413 -0.216
H -2.881 -0.464 1.191
H 2.482 1.505 1.594
H 2.477 1.879 -0.180
H 3.927 0.944 0.820
H -1.306 -1.345 -2.065
H -0.764 0.665 1.359
```

Output
- <S²> = 2.013
- net charge = +1
- multiplicity = 3
- ΔE to the lowest compared entry with this formula, charge and spin (kcal/mol) = 34.9

natural (NBO) atomic charge list, values in e, 5 entries: 0.4896, 0.0236, -0.6767, -0.2709, -0.7129

=====

ORCA calculation (wB97M-V/def2-TZVPD) on the molecule C4H9N2P in a non-equilibrium geometry.

Geometry as XYZ:
```
16
Properties=species:S:1:pos:R:3
C -1.994 -0.153 1.500
C -0.805 1.426 -0.868
C 0.928 0.604 1.260
C 0.128 -1.343 -0.817
N -3.119 1.697 -0.456
N -2.144 1.817 -1.012
P -0.672 -0.067 0.479
H -2.741 -0.739 1.223
H -0.451 1.170 -1.848
H -0.081 2.195 -0.719
H 0.802 1.680 1.409
H 0.973 -0.023 2.265
H 1.724 0.374 0.455
H 0.462 -2.151 -0.182
H -0.687 -1.790 -1.187
H 0.741 -0.831 -1.448
```

Output
- ΔE to the lowest compared entry with this formula, charge and spin (kcal/mol) = 157.6

natural (NBO) atomic charge list, values in e, 5 entries: -0.8548, -0.5386, -0.9347, -0.8832, 0.0556

=====

ORCA calculation (wB97M-V/def2-TZVPD) on the molecule C4H9N3 in a non-equilibrium geometry.

Geometry as XYZ:
```
16
Properties=species:S:1:pos:R:3
C -0.788 -1.146 1.421
C -0.150 -0.072 0.583
C -0.914 -0.016 -1.048
N 1.231 -0.252 0.368
N 1.827 0.810 -0.351
C 1.002 1.553 -1.170
N 0.726 2.547 -1.699
H -0.460 -2.136 1.103
H -0.527 -1.016 2.474
H -1.874 -1.088 1.326
H -0.339 0.934 0.957
H -1.035 -1.094 -1.189
H -1.882 0.438 -0.845
H -0.657 0.273 -2.063
H 1.429 -1.124 -0.109
H 2.412 1.390 0.243
```

Output
- ΔE to the lowest compared entry with this formula, charge and spin (kcal/mol) = 79.7

natural (NBO) atomic charge list, values in e, 5 entries: -0.6296, 0.0086, -0.7205, -0.4501, -0.5012

=====

ORCA calculation (wB97M-V/def2-TZVPD) on a structure of composition C4H9N3 in a non-equilibrium geometry.

Geometry as XYZ:
```
16
Properties=species:S:1:pos:R:3
C 0.051 -1.731 0.593
C 1.142 0.637 1.115
N -0.359 -0.324 0.524
C -0.721 0.327 -0.962
C 0.259 1.242 -1.344
N -1.727 -0.179 -1.558
N 0.424 2.392 -1.781
H -1.171 -0.169 1.123
H -2.035 -1.034 -1.086
H -0.396 2.814 -2.237
H 0.295 -2.016 1.619
H 0.919 -1.861 -0.052
H -0.758 -2.380 0.251
H 0.945 1.700 1.083
H 1.095 0.243 2.128
H 2.037 0.338 0.586
```

Output
- ΔE to the lowest compared entry with this formula, charge and spin (kcal/mol) = 144.1

natural (NBO) atomic charge list, values in e, 5 entries: -0.4260, -0.3494, -0.4557, 0.2728, 0.0175

=====

ORCA calculation (wB97M-V/def2-TZVPD) on the molecule C4H9N3 in a non-equilibrium geometry.

Geometry as XYZ:
```
16
Properties=species:S:1:pos:R:3
C 0.698 -0.914 -1.173
C -0.220 0.265 0.985
N 1.246 0.544 -1.391
N -0.536 -1.263 -1.725
N 0.105 0.242 2.341
C 0.854 -0.261 0.093
C -1.337 0.835 0.501
H -0.541 -2.171 -2.164
H 2.177 0.724 -1.746
H 0.640 1.361 -1.358
H -1.371 -1.113 -1.165
H 0.708 -0.511 2.635
H -0.657 0.404 2.981
H 1.819 -0.340 0.590
H -1.518 0.904 -0.560
H -2.068 1.292 1.156
```

Output
- ΔE to the lowest compared entry with this formula, charge and spin (kcal/mol) = 102.7

natural (NBO) atomic charge list, values in e, 5 entries: -0.0991, 0.1261, -0.6592, -0.8620, -0.8031

=====

ORCA calculation (wB97M-V/def2-TZVPD) on the ion C4H9N3 with charge +2 in a non-equilibrium geometry.

Geometry as XYZ:
```
16
Properties=species:S:1:pos:R:3
C -1.809 0.931 1.304
C -0.591 0.408 1.142
N 0.237 0.404 -0.126
C 1.654 0.967 -0.122
N 0.111 -0.705 -0.889
C -0.303 -1.820 -0.878
N -0.541 -2.983 -1.250
H -2.247 0.851 2.328
H -2.247 1.252 0.417
H 0.071 0.213 2.021
H -0.338 1.272 -0.661
H 2.413 0.374 0.247
H 1.773 1.106 -1.139
H 1.603 1.910 0.388
H -1.470 -3.041 -1.707
H -0.256 -3.978 -0.937
```

Output
- net charge = +2
- ΔE to the lowest compared entry with this formula, charge and spin (kcal/mol) = 106.0

natural (NBO) atomic charge list, values in e, 5 entries: -0.2581, -0.1383, -0.2351, -0.3703, -0.1743

=====

ORCA calculation (wB97M-V/def2-TZVPD) on a structure of composition C4H9N3 in a non-equilibrium geometry.

Geometry as XYZ:
```
16
Properties=species:S:1:pos:R:3
C -0.723 -0.842 1.072
C -0.046 0.927 0.159
C -2.284 0.131 -0.560
C 2.183 -0.729 -0.466
N 0.396 -0.771 1.602
N -1.178 -0.041 0.217
N 1.064 0.088 0.844
H 0.060 1.025 -0.910
H -0.286 1.762 0.692
H -2.376 1.164 -0.926
H -2.397 -0.451 -1.434
H -3.105 -0.291 -0.002
H 2.268 0.018 -1.276
H 3.098 -1.053 0.101
H 1.537 -1.580 -0.474
H 1.788 0.644 1.363
```

Output
- <S²> = 2.012
- net charge = +2
- multiplicity = 3
- ΔE to the lowest compared entry with this formula, charge and spin (kcal/mol) = 91.4

natural (NBO) atomic charge list, values in e, 5 entries: 0.6137, -0.0570, -0.4824, -0.2057, -0.1007

=====

ORCA calculation (wB97M-V/def2-TZVPD) on a cluster of 2 separate species, C4H9N3O in total in a non-equilibrium geometry.

Geometry as XYZ:
```
17
Properties=species:S:1:pos:R:3
H 1.174 0.970 -2.828
N 1.769 0.393 -2.242
C 1.135 -0.434 -1.534
N 1.668 -1.321 -0.661
O -0.287 -0.326 -1.365
H 2.679 -1.300 -0.685
H 1.225 -1.166 0.405
H -0.616 -1.208 -1.145
C -2.214 0.188 0.825
C -0.761 0.186 0.994
N 0.226 -0.500 1.444
C 0.367 0.996 1.424
H -2.451 0.633 -0.143
H -2.623 -0.823 0.872
H -2.672 0.813 1.592
H 0.363 1.489 2.385
H 1.019 1.412 0.663
```

Output
- ΔE to the lowest compared entry with this formula, charge and spin (kcal/mol) = 71.7

natural (NBO) atomic charge list, values in e, 5 entries: 0.3541, -0.7618, 0.6797, -0.8847, -0.7340

=====

ORCA calculation (wB97M-V/def2-TZVPD) on a structure of composition C4H9N3O in a non-equilibrium geometry.

Geometry as XYZ:
```
17
Properties=species:S:1:pos:R:3
C 1.251 0.770 -0.014
C 0.262 -0.114 -0.486
C -0.338 -1.387 0.234
C -1.172 0.274 -0.407
H 0.695 1.148 2.910
H -0.004 0.055 1.965
H 2.012 1.187 -0.813
H -0.111 -1.358 -1.919
H -0.736 -1.488 1.354
H 0.157 -2.451 0.103
H -2.608 -1.780 -0.508
H -1.395 0.940 -1.227
H -1.403 0.743 0.471
N 0.100 1.141 1.914
N 1.136 1.540 0.980
N -1.561 -1.110 -0.637
O 0.706 -0.656 -1.761
```

Output
- ΔE to the lowest compared entry with this formula, charge and spin (kcal/mol) = 158.1

natural (NBO) atomic charge list, values in e, 5 entries: 0.0354, 0.1394, -0.2582, -0.2400, 0.3588

=====

ORCA calculation (wB97M-V/def2-TZVPD) on a cluster of 2 separate species, C4H9N3O in total in a non-equilibrium geometry.

Geometry as XYZ:
```
17
Properties=species:S:1:pos:R:3
N 1.224 1.602 0.459
C 1.602 0.517 0.859
C 2.255 -0.533 1.305
N 2.581 -0.753 2.675
H 0.231 1.836 0.468
H 2.664 -1.284 0.645
H 2.184 -0.002 3.237
H 3.549 -0.842 2.964
C -1.238 -0.771 -2.450
C -2.431 -0.425 -1.989
O -2.760 0.413 -0.937
N -1.668 0.953 -0.185
H -0.332 -0.604 -1.893
H -1.158 -1.340 -3.357
H -3.346 -0.557 -2.552
H -1.269 0.152 0.313
H -2.088 1.638 0.439
```

Output
- ΔE to the lowest compared entry with this formula, charge and spin (kcal/mol) = 122.2

natural (NBO) atomic charge list, values in e, 5 entries: -0.6052, 0.3215, -0.2281, -0.8199, 0.3739

=====

Sequential E_tot output: -740.43969, -740.50192, -740.29473, -608.42369, -321.96332, -321.86077, -321.92672, -321.23158, -321.10150, -397.23636, -397.09877, -397.15593 Ha